Model w:
22
Properties=species:S:1:pos:R:3:mulliken_charge:R:1 method="wB97M-V/def2-TZVPD" orbital_gap_ev=9.92 charge=0 e_homo_ha=-0.32947 smiles=C[C@H](O)CCNCN
C 0.787 1.752 2.110 -1.370
C 0.565 1.845 0.612 0.519
O 0.361 3.246 0.278 -0.547
C -0.418 0.901 -0.054 -0.603
C -0.301 -0.583 0.419 -0.298
N -1.022 -1.432 -0.587 -0.330
C -0.693 -2.812 -0.828 -0.493
N 0.575 -2.839 -1.738 -0.507
H 1.449 0.985 2.338 0.391
H 1.340 2.610 2.484 0.428
H -0.194 1.726 2.705 0.239
H 1.674 1.686 0.155 0.107
H -0.593 3.425 -0.056 0.317
H -1.346 1.448 -0.316 0.197
H 0.012 0.670 -1.133 0.194
H -1.066 -0.733 1.282 0.208
H 0.740 -0.822 0.680 0.318
H -1.014 -0.978 -1.581 0.245
H -0.506 -3.505 -0.109 0.455
H -1.540 -3.283 -1.447 0.220
H 1.127 -3.640 -1.879 0.156
H 0.506 -2.276 -2.633 0.152


Model x:
22
Properties=species:S:1:pos:R:3:mulliken_charge:R:1 method="wB97M-V/def2-TZVPD" orbital_gap_ev=8.87 charge=0 e_homo_ha=-0.28837
C 0.026 1.310 0.036 -0.762
N 0.280 1.552 -1.247 -0.259
C -2.099 0.399 -0.353 0.292
O -1.943 0.183 -1.583 -0.748
H 1.093 2.080 -1.536 0.205
H -0.516 1.029 -1.882 0.306
H -2.601 1.329 -0.036 0.393
H 0.356 2.031 0.777 0.331
H 0.424 0.164 0.553 0.280
C -2.217 -0.744 0.634 -0.572
C 1.696 -0.273 0.866 -0.600
C 2.765 -0.035 -0.165 -1.033
N -1.372 -1.859 0.241 -0.471
H -1.627 -2.708 0.729 0.213
H -1.448 -2.003 -0.761 0.211
H -1.925 -0.374 1.621 0.307
H -3.295 -0.983 0.680 0.362
H 1.363 -1.310 0.911 0.245
H 1.917 0.123 1.854 0.336
H 2.361 -0.155 -1.176 0.348
H 3.162 0.980 -0.102 0.277
H 3.599 -0.735 -0.059 0.337


Model y:
22
Properties=species:S:1:pos:R:3:mulliken_charge:R:1 method="wB97M-V/def2-TZVPD" orbital_gap_ev="6.37 / 8.25" charge=0 e_homo_ha="-0.26992 / -0.28750"
C -1.365 1.704 1.437 -0.843
N -0.828 1.148 -1.688 -0.614
O -0.800 0.885 0.475 -0.420
H -0.400 2.001 -1.325 0.261
H -1.804 1.251 -1.408 0.246
H -1.049 1.348 2.438 0.222
H -1.024 2.754 1.375 0.257
H -2.470 1.702 1.440 0.266
C 1.062 -1.043 1.273 -1.445
C 1.743 -0.002 -1.547 -1.412
C 0.171 -1.185 0.075 1.411
N -0.869 -2.072 0.220 -0.511
C 0.473 -0.698 -1.189 -0.323
H -1.573 -2.043 -0.503 0.231
H -1.267 -2.141 1.145 0.255
H -0.086 -1.120 -2.013 0.310
H 1.715 -1.918 1.360 0.347
H 1.678 -0.152 1.200 0.311
H 0.475 -0.967 2.191 0.389
H 2.074 0.673 -0.757 0.336
H 2.554 -0.713 -1.744 0.327
H 1.591 0.586 -2.454 0.397


According to the calculations, the structures order from most to least stable as model w, model x, model y.


Model w:
22
Properties=species:S:1:pos:R:3:mulliken_charge:R:1 method="wB97M-V/def2-TZVPD" orbital_gap_ev=10.05 charge=0 e_homo_ha=-0.34623 smiles="C=NCC[C@H](C)N.O"
C 1.053 2.468 1.745 -0.269
N 1.304 1.202 2.004 -0.420
C 0.185 0.339 1.765 -1.271
C -0.392 0.153 0.312 -0.512
C 0.667 -0.083 -0.672 0.925
C 0.149 -0.593 -1.987 -1.556
N 1.565 -1.004 -0.008 -0.852
H 0.080 2.722 1.261 0.201
H 1.665 3.319 2.041 0.288
H 0.141 -0.725 2.170 0.505
H -0.680 0.550 2.385 0.497
H -1.159 -0.614 0.435 0.100
H -0.955 1.067 0.100 0.389
H 1.248 0.734 -0.896 0.340
H -0.640 0.136 -2.388 0.290
H 0.956 -0.741 -2.740 0.346
H -0.216 -1.626 -1.984 0.370
H 1.661 -0.667 0.914 0.330
H 2.553 -0.825 -0.288 0.287
O -3.316 -1.966 -1.082 -0.673
H -3.507 -2.022 -2.040 0.325
H -2.360 -1.821 -1.046 0.361


Model x:
22
Properties=species:S:1:pos:R:3:mulliken_charge:R:1 method="wB97M-V/def2-TZVPD" orbital_gap_ev=9.81 charge=0 e_homo_ha=-0.32475 smiles=C[C@H](O)CC(C)(N)N
C 2.678 0.558 -0.567 -1.446
C 1.387 0.624 0.240 0.162
O 1.630 0.324 1.606 -0.585
C 0.278 -0.408 -0.405 -1.290
C -1.092 -0.103 0.143 1.050
C -2.017 -1.243 -0.704 -1.493
N -1.497 1.239 -0.187 -0.633
N -1.172 -0.373 1.537 -0.609
H 3.459 1.149 -0.088 0.371
H 2.519 0.942 -1.572 0.376
H 3.028 -0.473 -0.642 0.346
H 0.984 1.641 0.244 0.401
H 1.981 -0.573 1.659 0.370
H 0.597 -1.404 -0.105 0.436
H 0.316 -0.280 -1.484 0.418
H -1.659 -2.258 -0.555 0.367
H -2.058 -0.990 -1.762 0.331
H -3.024 -1.194 -0.292 0.396
H -2.433 1.444 0.142 0.258
H -1.461 1.401 -1.186 0.209
H -2.050 -0.065 1.938 0.265
H -0.395 0.043 2.041 0.298


Model y:
22
Properties=species:S:1:pos:R:3:mulliken_charge:R:1 method="wB97M-V/def2-TZVPD" orbital_gap_ev=7.05 charge=0 e_homo_ha=-0.24984
C 0.582 0.785 0.737 -0.558
C -0.310 0.883 -1.947 -0.177
C 0.224 -1.674 0.159 -0.120
C -1.756 1.086 1.022 -0.906
C 1.252 -2.527 0.896 -1.185
N -0.511 1.558 0.462 -0.545
N 0.257 2.054 -2.148 -0.312
O 0.763 -0.428 -0.260 -0.387
H 0.608 0.303 1.730 0.498
H 1.525 1.302 0.552 0.221
H 0.009 2.764 -1.464 0.339
H 1.168 2.109 -2.574 0.262
H -1.301 0.834 -1.540 0.325
H 0.101 0.026 -2.458 0.237
H -0.659 -1.520 0.791 0.231
H -0.114 -2.201 -0.742 0.326
H -2.301 0.375 0.364 0.217
H -2.440 1.924 1.189 0.299
H -1.635 0.562 1.987 0.283
H 0.829 -3.497 1.172 0.382
H 1.582 -2.026 1.808 0.286
H 2.127 -2.693 0.265 0.284


Model z:
22
Properties=species:S:1:pos:R:3:mulliken_charge:R:1 method="wB97M-V/def2-TZVPD" orbital_gap_ev=8.77 charge=0 e_homo_ha=-0.28622 smiles="N/C=C/O.CC(C)N"
N 0.318 2.331 -1.085 -0.380
C 0.522 1.165 -1.833 -0.440
C 1.628 0.431 -1.798 -0.146
O 1.790 -0.785 -2.401 -0.494
H 1.175 2.691 -0.690 0.191
H -0.177 3.053 -1.595 0.227
H -0.349 0.836 -2.393 0.286
H 2.511 0.724 -1.249 0.318
H 0.952 -1.046 -2.806 0.311
C 0.646 -1.302 1.069 -1.347
C -0.656 -0.554 0.804 1.254
C -1.105 0.223 2.047 -1.517
N -1.649 -1.504 0.316 -0.676
H 1.013 -1.752 0.154 0.309
H 1.400 -0.622 1.454 0.338
H 0.485 -2.090 1.804 0.431
H -0.492 0.168 0.000 -0.245
H -1.243 -0.446 2.893 0.360
H -0.362 0.969 2.313 0.344
H -2.045 0.734 1.854 0.363
H -1.842 -2.197 1.031 0.264
H -2.520 -1.025 0.111 0.250


According to the calculations, the structures order from most to least stable as model x, model z, model w, model y.


Model w:
22
Properties=species:S:1:pos:R:3:mulliken_charge:R:1 method="wB97M-V/def2-TZVPD" orbital_gap_ev=10.33 charge=0 e_homo_ha=-0.34028 smiles="C[C@H](N)ON.C=CC"
C 0.767 0.805 -2.694 -1.462
C 0.131 0.379 -1.371 0.449
N -1.157 0.977 -1.225 -0.689
O 0.927 0.761 -0.235 -0.269
N 2.170 0.121 -0.104 -0.543
H 0.056 0.623 -3.493 0.386
H 1.002 1.867 -2.661 0.348
H 1.677 0.243 -2.899 0.378
H 0.010 -0.719 -1.350 0.351
H -1.063 1.987 -1.234 0.298
H -1.557 0.708 -0.330 0.245
H 2.028 -0.884 -0.222 0.255
H 2.782 0.447 -0.855 0.256
C -1.972 -0.036 1.819 -1.198
C -0.750 -0.306 2.242 0.397
C -0.104 -1.647 2.164 -0.987
H -2.600 -0.794 1.375 0.316
H -2.409 0.944 1.919 0.387
H -0.144 0.473 2.685 0.267
H -0.707 -2.342 1.583 0.285
H 0.885 -1.554 1.719 0.187
H 0.027 -2.054 3.167 0.342


Model x:
22
Properties=species:S:1:pos:R:3:mulliken_charge:R:1 method="wB97M-V/def2-TZVPD" orbital_gap_ev=8.16 charge=0 e_homo_ha=-0.26633
C -1.260 1.050 1.057 0.012
C -0.825 2.387 0.516 -1.301
O -2.481 0.592 0.516 -0.534
H -2.848 1.246 -0.096 0.296
H -1.377 1.054 2.141 0.267
H -0.178 0.171 0.830 0.287
H -1.574 3.169 0.701 0.395
H -0.677 2.329 -0.569 0.320
H 0.113 2.701 0.981 0.330
C -0.083 -0.686 -1.409 -1.078
N 0.280 -0.981 -0.019 0.168
N -0.437 -2.009 0.631 -0.790
C 1.910 -1.250 0.182 -0.101
C 2.905 -0.682 -0.490 -0.672
H -0.321 -2.879 0.115 0.241
H -1.415 -1.720 0.684 0.262
H 2.108 -1.837 1.079 0.342
H -1.171 -0.647 -1.516 0.344
H 0.297 0.302 -1.675 0.320
H 0.354 -1.423 -2.086 0.401
H 2.748 -0.184 -1.444 0.240
H 3.932 -0.705 -0.130 0.252


Model y:
22
Properties=species:S:1:pos:R:3:mulliken_charge:R:1 method="wB97M-V/def2-TZVPD" orbital_gap_ev=4.48 charge=0 e_homo_ha=-0.29430
C -1.948 -0.148 0.115 -0.243
N -2.758 -0.199 -0.974 -0.438
C 1.058 -2.057 1.266 -0.784
O 0.440 -0.844 1.195 -0.681
C -0.886 0.919 0.018 -0.520
C 0.079 0.557 -1.092 -0.847
C 1.321 1.396 -1.014 -0.435
N 2.133 0.675 -0.049 -0.612
H -2.556 -0.030 1.038 0.432
H -1.378 -1.080 0.437 0.240
H -3.553 -0.787 -0.735 0.303
H 1.026 -2.522 2.265 0.281
H 0.690 -2.831 0.560 0.255
H 2.147 -2.011 1.036 0.311
H -1.335 1.899 -0.149 0.444
H -0.305 0.956 0.933 0.379
H -0.410 0.431 -2.060 0.473
H 0.417 -0.450 -0.832 0.270
H 1.130 2.437 -0.764 0.283
H 1.892 1.303 -1.952 0.286
H 2.772 1.279 0.448 0.191
H 1.503 0.118 0.641 0.415


Model z:
22
Properties=species:S:1:pos:R:3:mulliken_charge:R:1 method="wB97M-V/def2-TZVPD" orbital_gap_ev=9.88 charge=0 e_homo_ha=-0.32263 smiles=NCCNCCCO
N -2.541 -0.781 0.835 -0.528
C -2.195 -1.561 -0.366 -0.661
C -0.680 -1.603 -0.467 -0.568
N -0.128 -0.300 -0.718 -0.350
C 1.276 -0.136 -0.396 -0.509
C 1.773 1.309 -0.661 -0.888
C 1.215 2.194 0.470 -0.311
O 2.040 1.965 1.645 -0.523
H -2.551 -1.371 1.660 0.203
H -3.473 -0.387 0.791 0.198
H -2.566 -2.590 -0.405 0.357
H -2.492 -1.047 -1.301 0.351
H -0.277 -2.064 0.468 0.331
H -0.389 -2.273 -1.284 0.340
H -0.626 0.290 -0.059 0.271
H 1.388 -0.338 0.683 0.374
H 1.855 -0.896 -0.946 0.393
H 2.866 1.331 -0.730 0.353
H 1.349 1.755 -1.573 0.325
H 0.181 1.920 0.696 0.213
H 1.266 3.261 0.259 0.304
H 2.708 1.322 1.399 0.327


According to the calculations, the structures order from most to least stable as model z, model w, model x, model y.


Model w:
22
Properties=species:S:1:pos:R:3:mulliken_charge:R:1 method="wB97M-V/def2-TZVPD" orbital_gap_ev=9.32 charge=0 e_homo_ha=-0.31101
C 1.745 0.076 2.006 0.383
C 2.002 -1.306 1.535 -1.066
N 1.938 1.122 1.242 -0.497
O -0.292 0.984 2.100 -0.885
H -1.063 1.036 2.675 0.109
H 1.649 0.269 3.066 0.328
H 1.265 1.865 1.516 0.320
H 1.914 0.951 0.237 0.354
H 1.202 -1.953 1.900 0.277
H 2.035 -1.366 0.448 0.301
H 2.941 -1.675 1.955 0.371
C -0.768 -0.347 -2.909 -1.197
C -2.471 0.175 -1.074 -1.083
C -1.017 0.051 -1.476 0.752
N -0.044 0.286 -0.699 -0.371
H -0.358 0.568 0.251 0.135
H -1.214 0.383 -3.592 0.306
H -1.237 -1.311 -3.127 0.308
H 0.300 -0.415 -3.103 0.296
H -2.989 -0.777 -1.221 0.291
H -2.978 0.913 -1.701 0.300
H -2.562 0.472 -0.030 0.267


Model x:
22
Properties=species:S:1:pos:R:3:mulliken_charge:R:1 method="wB97M-V/def2-TZVPD" orbital_gap_ev=8.79 charge=0 e_homo_ha=-0.30148 smiles=NC[C@@H]1CCCN1.O
N -0.061 -1.715 1.249 -0.516
C 0.925 -1.445 0.214 -0.786
C 1.383 0.066 0.186 0.218
C 0.341 1.044 0.700 -0.953
C -0.500 1.262 -0.549 -0.397
C 0.527 1.298 -1.672 -0.688
N 1.638 0.453 -1.208 -0.514
H -0.031 -2.696 1.499 0.242
H -1.016 -1.490 0.995 0.139
H 0.538 -1.605 -0.793 0.242
H 1.808 -2.062 0.384 0.401
H 2.307 0.036 0.771 0.452
H 0.867 1.952 1.011 0.324
H -0.189 0.661 1.571 0.469
H -1.195 0.426 -0.624 0.132
H -1.143 2.136 -0.525 0.419
H 0.832 2.337 -1.854 0.293
H 0.161 0.904 -2.619 0.299
H 2.543 0.886 -1.308 0.294
O -2.882 -0.877 0.840 -0.622
H -3.301 -0.159 1.320 0.271
H -3.554 -1.413 0.413 0.282


Model y:
22
Properties=species:S:1:pos:R:3:mulliken_charge:R:1 method="wB97M-V/def2-TZVPD" orbital_gap_ev=9.95 charge=0 e_homo_ha=-0.33513 smiles=CNC[C@H](N)CCO
C -0.569 0.764 2.284 -0.776
N -0.138 -0.657 1.945 -0.395
C -0.807 -1.111 0.717 -1.033
C -0.771 -0.204 -0.511 0.966
N -1.873 -0.345 -1.503 -0.685
C 0.636 -0.417 -1.194 -0.952
C 1.831 0.473 -0.666 -0.315
O 2.439 1.285 -1.672 -0.556
H 0.153 1.496 1.931 0.233
H -1.524 0.953 1.803 0.303
H -0.769 0.781 3.327 0.317
H 0.850 -0.601 1.713 0.299
H -0.377 -2.151 0.616 0.377
H -1.883 -1.346 0.910 0.401
H -0.936 0.836 -0.223 0.105
H -1.546 0.090 -2.345 0.228
H -2.350 -1.226 -1.504 0.188
H 1.060 -1.415 -1.191 0.207
H 0.644 -0.178 -2.255 0.358
H 1.455 1.148 0.130 0.155
H 2.694 -0.109 -0.366 0.273
H 1.783 1.935 -1.947 0.303


Model z:
22
Properties=species:S:1:pos:R:3:mulliken_charge:R:1 method="wB97M-V/def2-TZVPD" orbital_gap_ev=10.12 charge=0 e_homo_ha=-0.33944 smiles="CC(C)=O.CC(N)N"
C 1.908 -0.376 1.462 -1.182
C 1.798 -0.101 -0.014 1.040
C 1.878 1.333 -0.460 -1.168
O 1.880 -1.046 -0.843 -0.639
H 2.958 -0.530 1.720 0.384
H 1.497 0.454 2.041 0.315
H 1.346 -1.281 1.706 0.297
H 1.247 1.958 0.176 0.334
H 1.517 1.413 -1.489 0.298
H 2.915 1.673 -0.413 0.385
C -1.885 0.248 -1.519 -1.542
C -1.204 -0.274 -0.264 1.019
N -1.392 0.625 0.838 -0.585
N -1.769 -1.523 0.172 -0.731
H -1.707 -0.422 -2.367 0.325
H -2.970 0.324 -1.387 0.419
H -1.507 1.241 -1.778 0.336
H -0.100 -0.520 -0.535 -0.338
H -1.088 0.167 1.692 0.227
H -2.397 0.755 0.959 0.314
H -1.182 -1.927 0.898 0.243
H -1.745 -2.192 -0.597 0.249


According to the calculations, the structures order from most to least stable as model x, model z, model y, model w.